Record 1
Computed, not measured: C27H28MnN2O3P2S2 as an isolated structure, with the ωB97M-V functional and the def2-TZVPD basis.

Geometry (Å):
C  -2.285  2.719  -3.585
C  -1.975  1.452  -3.120
C  -0.612  1.006  -3.168
C  0.371  2.022  -3.019
C  0.057  3.336  -3.415
C  -1.223  3.637  -3.831
C  1.706  1.664  -2.661
C  1.996  0.267  -2.695
C  0.933  -0.663  -2.863
C  1.245  -2.040  -2.623
C  2.550  -2.491  -2.782
C  3.584  -1.539  -3.001
C  3.324  -0.192  -2.836
H  -3.338  3.068  -3.718
H  0.883  4.048  -3.410
H  -1.444  4.633  -4.179
H  2.369  2.382  -2.243
H  2.838  -3.562  -2.666
H  4.617  -1.859  -3.119
H  4.101  0.576  -2.882
N  -0.245  -0.261  -3.347
Mn  -0.101  -0.011  0.513
C  -2.928  0.562  -2.328
H  -2.807  -0.454  -2.754
H  -3.960  0.954  -2.531
C  0.104  -2.832  -1.986
H  -0.779  -2.704  -2.659
H  0.473  -3.886  -1.945
P  -2.379  0.511  -0.503
P  -0.331  -2.157  -0.302
C  0.825  -3.103  0.755
H  0.578  -2.984  1.819
H  0.772  -4.170  0.497
H  1.836  -2.711  0.600
C  -1.843  -3.163  -0.029
H  -1.570  -4.227  0.034
H  -2.375  -2.874  0.888
H  -2.515  -3.026  -0.883
C  -2.838  2.206  0.043
H  -3.864  2.464  -0.265
H  -2.773  2.321  1.137
H  -2.124  2.915  -0.392
C  -3.848  -0.416  0.132
H  -3.817  -0.580  1.220
H  -4.762  0.153  -0.102
H  -3.908  -1.410  -0.326
C  -0.898  -0.090  1.983
O  -1.575  -0.452  2.888
H  0.666  1.047  -0.319
O  0.193  3.419  4.109
S  1.536  2.910  3.907
O  2.650  3.755  4.299
N  1.727  2.300  2.353
C  1.929  1.017  2.309
S  1.933  0.195  0.669
C  1.960  0.354  3.624
C  1.939  -0.999  3.945
C  1.766  -1.423  5.255
C  1.606  -0.480  6.278
C  1.570  0.902  5.963
C  1.718  1.292  4.628
H  2.127  -1.675  3.115
H  1.767  -2.495  5.487
H  1.459  -0.816  7.308
H  1.406  1.660  6.727

Summary:
2S+1 = 5
LUMO energy (spin up / spin down) = -5.166 / -5.541 eV
net charge = +1
⟨S²⟩ = 6.420
Kohn-Sham gap (spin up / spin down) = 3.66 / 5.60 eV

Record 2
Computed, not measured: C10H12Cl2N2O13P2W as an isolated structure, with the ωB97M-V functional and the def2-TZVPD basis.

Geometry (Å):
W  0.102  -0.095  -0.507
C  -2.148  -1.420  3.322
C  -1.140  -2.239  2.518
O  -0.827  -3.503  3.079
P  0.473  -1.408  2.449
O  0.808  -1.032  3.913
O  1.519  -2.389  1.833
O  0.456  -0.178  1.542
P  -1.816  -2.528  0.817
O  -0.845  -3.565  0.148
O  -3.246  -2.749  0.748
O  -1.315  -1.136  0.070
H  -1.798  -1.296  4.346
H  -3.110  -1.934  3.317
H  -2.299  -0.434  2.880
H  -1.507  -3.769  3.713
H  1.563  -0.460  4.122
H  1.565  -3.285  2.210
H  -1.259  -4.396  -0.133
Cl  0.393  -1.581  -2.188
C  -1.299  0.738  -2.106
Cl  -0.141  2.117  0.088
H  -1.947  -0.083  -2.402
H  -1.905  1.559  -1.734
O  4.029  0.822  -0.055
C  3.064  0.940  -0.710
O  1.952  0.077  -0.557
C  2.691  2.028  -1.671
C  3.136  3.338  -1.523
C  2.475  4.346  -2.219
C  1.338  4.127  -2.964
C  0.947  2.791  -3.103
C  1.679  1.748  -2.559
N  -0.364  2.461  -3.512
O  -1.161  3.208  -3.931
O  -0.690  1.133  -3.390
N  2.940  5.752  -2.048
O  3.911  5.908  -1.351
O  2.298  6.596  -2.623
H  3.944  3.596  -0.848
H  0.773  4.960  -3.365
H  1.398  0.731  -2.780

Summary:
LUMO energy (spin up / spin down) = -9.602 / -9.603 eV
net charge = +2
Kohn-Sham gap (spin up / spin down) = 7.33 / 7.33 eV

Record 3
Computed, not measured: C45H50BN10O4S2Sc as an isolated structure, with the ωB97M-V functional and the def2-TZVPD basis.

Geometry (Å):
Sc  0.306  -0.235  0.020
C  1.724  3.275  -3.497
C  2.263  2.471  -2.303
C  4.507  1.786  -2.767
C  1.587  2.902  -1.037
C  1.750  4.138  -0.408
C  0.976  4.053  0.725
N  0.395  2.846  0.753
N  0.771  2.121  -0.320
B  -0.688  2.413  1.744
N  -1.895  1.944  0.921
C  -3.141  2.429  1.012
C  -3.869  1.958  -0.054
C  -2.968  1.174  -0.783
N  -1.781  1.161  -0.171
C  -3.238  0.537  -2.110
C  -3.378  1.622  -3.183
C  -4.505  -0.318  -2.058
N  -0.208  1.289  2.673
C  -0.084  1.433  3.998
C  0.174  0.199  4.548
C  0.191  -0.676  3.461
N  -0.027  -0.004  2.321
C  0.435  -2.148  3.571
C  1.846  -2.441  3.067
C  -0.629  -2.926  2.802
H  2.104  2.865  -4.429
H  2.043  4.312  -3.411
H  0.637  3.232  -3.510
H  2.077  1.398  -2.456
H  4.555  1.973  -3.846
H  4.182  0.756  -2.592
H  5.496  1.942  -2.337
H  2.366  4.947  -0.739
H  0.809  4.774  1.501
H  -1.004  3.340  2.412
H  -3.429  3.080  1.810
H  -4.896  2.157  -0.272
H  -2.381  -0.089  -2.366
H  -4.235  2.258  -2.976
H  -3.517  1.164  -4.160
H  -2.488  2.244  -3.211
H  -5.386  0.310  -1.954
H  -4.468  -1.001  -1.214
H  -4.602  -0.898  -2.972
H  -0.184  2.391  4.467
H  0.324  -0.051  5.579
H  0.385  -2.406  4.635
H  1.917  -2.104  2.037
H  2.070  -3.504  3.122
H  2.579  -1.892  3.657
H  -0.641  -2.567  1.773
H  -1.608  -2.767  3.252
H  -0.408  -3.992  2.811
O  2.792  1.124  2.000
S  3.270  0.735  0.399
O  3.658  2.700  -2.118
N  2.380  -0.631  0.218
C  3.079  -1.778  -0.081
C  4.463  -1.831  -0.187
C  5.131  -3.002  -0.526
C  4.441  -4.145  -0.832
C  3.041  -4.159  -0.711
C  2.278  -5.311  -0.977
C  0.933  -5.290  -0.732
C  0.361  -4.115  -0.233
N  1.018  -2.993  -0.034
C  2.347  -2.992  -0.283
C  3.690  1.744  2.805
C  3.399  1.841  4.163
C  4.297  2.462  5.008
C  5.491  2.975  4.530
C  5.766  2.899  3.176
C  4.868  2.301  2.314
H  5.033  -0.932  -0.004
H  6.210  -2.993  -0.563
H  4.953  -5.043  -1.147
H  2.775  -6.195  -1.355
H  0.312  -6.154  -0.912
H  -0.689  -4.120  0.029
H  2.472  1.430  4.530
H  4.059  2.548  6.057
H  6.198  3.436  5.203
H  6.679  3.323  2.782
H  5.056  2.251  1.254
C  -1.043  -0.412  -8.465
C  -0.495  -0.670  -7.096
C  -0.606  0.282  -6.090
C  -0.089  0.039  -4.829
C  0.542  -1.164  -4.580
C  0.663  -2.123  -5.568
C  0.146  -1.876  -6.825
S  1.139  -1.560  -2.942
O  1.338  -2.985  -2.921
O  2.281  -0.723  -2.665
N  -0.017  -1.070  -1.919
C  -1.054  -1.892  -1.642
C  -1.591  -2.843  -2.529
C  -2.660  -3.603  -2.118
C  -3.202  -3.404  -0.849
C  -2.626  -2.439  -0.050
N  -1.573  -1.709  -0.407
H  -1.740  0.421  -8.461
H  -1.547  -1.297  -8.850
H  -0.224  -0.172  -9.142
H  -1.114  1.214  -6.293
H  -0.176  0.760  -4.031
H  1.151  -3.053  -5.319
H  0.222  -2.624  -7.601
H  -1.141  -2.961  -3.501
H  -3.089  -4.343  -2.777
H  -4.045  -3.981  -0.501
H  -3.018  -2.231  0.937

Summary:
LUMO energy = 0.376 eV
net charge = 0
Kohn-Sham gap = 7.35 eV

Record 4
Computed, not measured: C39H66BrNO3PPtSi4 as an isolated structure, with the ωB97M-V functional and the def2-TZVPD basis.

Geometry (Å):
Pt  0.347  0.897  0.378
C  -0.647  0.441  5.002
C  0.123  1.087  3.849
C  1.459  1.637  4.356
P  0.373  0.006  2.368
C  -0.792  -1.411  2.486
C  -0.277  -2.595  1.671
C  -2.191  -1.011  2.031
C  1.999  -0.744  2.478
C  2.508  -1.375  3.610
C  3.728  -2.026  3.596
C  4.294  -2.688  4.824
C  4.428  -2.031  2.381
C  3.938  -1.444  1.238
C  2.678  -0.792  1.243
N  2.086  -0.251  0.156
C  2.728  -0.321  -1.104
C  3.360  0.813  -1.625
C  3.390  2.095  -0.840
C  3.971  0.739  -2.871
C  3.983  -0.440  -3.607
C  4.619  -0.495  -4.971
C  3.359  -1.556  -3.066
C  2.717  -1.517  -1.833
C  2.007  -2.727  -1.302
H  -0.778  1.177  5.798
H  -0.100  -0.405  5.423
H  -1.634  0.092  4.707
H  -0.470  1.916  3.454
H  1.976  0.894  4.962
H  1.284  2.520  4.973
H  2.129  1.913  3.544
H  -0.802  -1.685  3.548
H  -0.152  -2.320  0.625
H  -1.014  -3.401  1.703
H  0.670  -2.973  2.056
H  -2.164  -0.794  0.962
H  -2.566  -0.126  2.548
H  -2.893  -1.830  2.203
H  1.930  -1.368  4.530
H  3.563  -2.694  5.634
H  5.185  -2.171  5.190
H  4.578  -3.724  4.628
H  5.393  -2.527  2.336
H  4.503  -1.489  0.315
H  2.382  2.432  -0.581
H  3.880  2.886  -1.410
H  3.922  1.964  0.105
H  4.455  1.623  -3.273
H  5.398  0.261  -5.075
H  3.879  -0.315  -5.755
H  5.064  -1.473  -5.160
H  3.354  -2.486  -3.626
H  2.147  -3.577  -1.970
H  0.935  -2.541  -1.212
H  2.376  -3.003  -0.311
C  0.252  0.408  -3.435
O  0.061  0.851  -2.095
H  1.167  -0.184  -3.528
H  0.329  1.285  -4.077
H  -0.598  -0.198  -3.755
H  -0.404  0.065  -1.679
Br  -7.674  -1.625  -3.454
C  -5.867  -1.848  -2.891
C  -5.265  -3.088  -3.034
C  -3.950  -3.240  -2.622
C  -3.243  -2.172  -2.084
C  -3.873  -0.943  -1.948
C  -5.192  -0.771  -2.348
C  -1.791  -2.364  -1.657
O  -1.361  -3.521  -1.636
O  -1.144  -1.309  -1.384
H  -5.817  -3.915  -3.460
H  -3.443  -4.192  -2.707
H  -3.314  -0.120  -1.523
H  -5.685  0.186  -2.244
C  0.529  4.472  2.955
Si  -0.367  4.671  1.308
C  0.949  5.425  0.176
C  -1.590  6.076  1.657
Si  -1.275  2.664  0.395
Si  -3.430  2.689  1.369
C  -4.487  4.178  0.879
C  -4.585  1.249  0.964
C  -3.260  2.779  3.254
Si  -1.553  3.484  -1.824
C  -2.388  5.189  -1.805
C  -2.712  2.430  -2.872
C  0.045  3.842  -2.770
H  0.964  5.436  3.233
H  1.338  3.749  2.876
H  -0.135  4.160  3.764
H  1.542  6.140  0.755
H  0.512  5.961  -0.668
H  1.628  4.670  -0.226
H  -1.021  6.925  2.049
H  -2.330  5.798  2.411
H  -2.124  6.413  0.769
H  -4.832  4.067  -0.150
H  -3.988  5.141  0.970
H  -5.374  4.190  1.521
H  -5.064  1.433  -0.001
H  -5.378  1.199  1.716
H  -4.109  0.274  0.910
H  -2.617  3.608  3.559
H  -2.840  1.864  3.672
H  -4.242  2.929  3.711
H  -3.378  5.186  -1.352
H  -2.498  5.516  -2.845
H  -1.783  5.938  -1.293
H  -3.729  2.472  -2.472
H  -2.404  1.387  -2.912
H  -2.745  2.816  -3.896
H  0.419  4.838  -2.528
H  -0.185  3.830  -3.841
H  0.834  3.116  -2.586

Summary:
LUMO energy = 2.316 eV
net charge = -1
Kohn-Sham gap = 6.93 eV

Computed values of largest force on an atom (unit: eV/Å) for the preceding records, in sequence: 9.5, 0.4, 1.9, 0.9.
Computed values of DFT total energy (unit: eV) for the preceding records, in sequence: -109131.7541, -85593.7472, -113621.0607, -163243.2751.